This record from the OMol25 dataset describes a cluster of 12 separate species, BH26O11 in total. The level of theory is ωB97M-V/def2-TZVPD.

CARTESIAN COORDINATES (ANGSTROEM)
B1 -0.25 0.20 0.08
H1 -1.05 0.35 0.80
H2 -0.67 0.22 -0.91
H3 0.56 0.91 0.15
H4 0.13 -0.79 0.31
O1 1.12 1.58 2.84
H5 2.04 1.48 2.58
H6 0.65 0.95 2.30
O2 -3.10 0.98 -0.63
H7 -2.24 0.84 -0.24
H8 -3.40 1.81 -0.26
O3 -2.34 -1.89 -0.96
H9 -1.45 -1.53 -1.02
H10 -2.91 -1.16 -1.18
O4 -0.57 2.45 -2.48
H11 -0.45 1.82 -1.77
H12 -0.54 3.31 -2.05
O5 -0.41 -3.90 -0.62
H13 -1.14 -3.28 -0.70
H14 -0.55 -4.53 -1.33
O6 2.03 -0.13 -1.51
H15 1.82 -1.06 -1.55
H16 1.44 0.23 -0.86
O7 2.17 3.36 -0.57
H17 1.33 3.44 -0.11
H18 2.82 3.31 0.13
O8 2.04 -1.81 1.68
H19 1.21 -1.82 1.20
H20 2.71 -1.81 1.00
O9 1.92 -2.84 -1.63
H21 2.39 -3.66 -1.75
H22 1.04 -3.10 -1.37
O10 0.14 3.61 1.30
H23 -0.76 3.37 1.51
H24 0.68 2.99 1.78
O11 -2.23 -1.18 2.30
H25 -1.76 -0.71 1.62
H26 -2.41 -2.04 1.93

HOMO = -6.770 eV
Gap between HOMO and LUMO = 9.45 eV
LUMO = 0.0984 Ha
Net charge = -1

=====

This record from the OMol25 dataset describes a cluster of 12 separate species, BH28NO10 in total. The level of theory is ωB97M-V/def2-TZVPD.

CARTESIAN COORDINATES (ANGSTROEM)
N1 0.13 -0.45 0.30
H1 -0.32 -1.18 0.77
H2 0.36 0.44 0.83
H3 -0.44 -0.13 -0.30
H4 1.02 -0.80 -0.10
B1 -2.31 -0.99 -3.03
H5 -2.34 -0.94 -4.26
H6 -3.31 -0.61 -2.43
H7 -2.37 -2.25 -2.99
H8 -1.21 -0.58 -2.56
O1 0.84 -0.38 3.43
H9 1.46 0.37 3.70
H10 0.30 -0.43 4.23
O2 3.39 -1.58 -1.14
H11 3.14 -2.37 -0.49
H12 3.34 -0.74 -0.62
O3 1.64 2.60 0.57
H13 2.07 3.07 1.30
H14 0.99 3.27 0.63
O4 0.86 0.97 -2.58
H15 1.15 0.18 -2.98
H16 1.55 1.57 -2.67
O5 -2.95 0.32 1.20
H17 -3.60 0.80 1.56
H18 -2.14 0.69 1.49
O6 -0.78 1.96 2.07
H19 -0.69 1.52 3.02
H20 -0.97 2.88 2.27
O7 -2.21 -2.18 0.16
H21 -2.71 -1.40 0.25
H22 -2.20 -2.31 -0.82
O8 -1.90 2.45 -1.00
H23 -1.90 1.85 -1.72
H24 -1.14 3.07 -1.21
O9 3.43 0.51 0.64
H25 3.94 0.35 1.45
H26 3.10 1.41 0.63
O10 0.95 -3.36 0.27
H27 1.01 -3.44 -0.74
H28 0.84 -4.18 0.83

HOMO = -6.943 eV
Gap between HOMO and LUMO = 5.66 eV
LUMO = -0.0471 Ha

=====

These records have ΔE to the lowest compared entry with this formula, charge and spin values of 36.0, 9.0 kcal/mol, in the order they appear.